No. 1
16
Properties=species:S:1:pos:R:3:forces:R:3:mulliken_charge:R:1 method="wB97M-V/def2-TZVPD" e_above_lowest_kj_mol=175.1 total_charge=+1 lumo_ev=-3.75 fmax_ev_per_a=3.69 homo_lumo_gap_ev=11.11
C 0.245 0.545 -1.146 -2.577 -0.470 -2.603 -0.52
C 0.065 1.989 -0.647 -1.336 -1.328 1.408 -0.61
C 0.962 2.094 0.560 0.443 -1.688 -0.419 0.22
O 1.405 1.053 1.077 -0.479 3.177 -0.182 -0.59
N -0.229 -0.440 -0.113 -1.351 -1.029 -0.983 -0.27
H 1.174 0.070 -1.511 -0.031 1.365 0.302 0.37
H -0.507 0.513 -2.000 1.087 -0.570 0.801 0.34
H -1.072 2.112 -0.312 2.253 -0.161 -0.592 0.27
H 0.230 2.777 -1.382 0.209 -0.267 -0.041 0.41
H 1.198 3.134 0.747 0.689 0.146 1.274 0.35
H 0.260 -0.185 0.743 0.014 -0.086 0.733 0.34
H 0.002 -1.392 -0.371 0.946 -0.324 -0.032 0.32
H -1.244 -0.603 -0.055 0.140 1.112 0.489 0.35
H -1.400 -3.813 2.105 2.050 0.063 -1.707 0.35
H -0.523 -4.231 0.757 -0.513 0.665 1.675 0.34
O -0.565 -3.622 1.548 -1.544 -0.605 -0.124 -0.68

---

No. 2
47
Properties=species:S:1:pos:R:3:forces:R:3:mulliken_charge:R:1 method="wB97M-V/def2-TZVPD" e_above_lowest_kj_mol=0.0 total_charge=+1 lumo_ev=-4.41 fmax_ev_per_a=2.17 homo_lumo_gap_ev=6.50
C 0.035 -4.098 -1.829 -0.011 -0.487 -0.075 -1.25
N 0.102 -2.654 -1.626 -0.061 0.383 -0.254 0.00
C -1.104 -1.971 -1.608 0.496 0.608 0.205 0.68
C -2.326 -2.639 -1.798 -0.808 -0.158 -0.099 -0.66
C -3.522 -1.923 -1.853 0.928 -0.193 0.090 -0.69
C -3.526 -0.524 -1.681 0.429 0.546 0.141 -0.83
C -2.338 0.150 -1.445 -0.587 -0.199 -0.224 -0.70
C -1.102 -0.542 -1.438 -0.237 -0.904 0.325 1.61
C 0.117 0.128 -1.299 0.039 0.255 -2.154 -1.17
C 1.325 -0.560 -1.452 0.186 -0.888 0.367 1.77
C 1.319 -1.991 -1.636 -0.380 0.485 0.213 1.04
C 2.547 -2.648 -1.852 0.826 -0.055 -0.076 -1.08
C 3.743 -1.931 -1.885 -0.987 -0.240 0.044 -0.70
C 3.751 -0.536 -1.695 -0.493 0.601 0.186 -0.85
C 2.561 0.132 -1.455 0.708 -0.211 -0.258 -0.71
H 1.022 -4.543 -1.740 -0.295 0.076 0.028 0.31
H -0.612 -4.558 -1.074 0.196 0.179 -0.130 0.41
H -0.371 -4.329 -2.824 0.165 0.082 0.220 0.43
H -2.347 -3.722 -1.929 -0.090 0.494 0.035 0.41
H -4.457 -2.452 -2.033 0.257 0.107 0.053 0.41
H -4.465 0.026 -1.738 0.267 -0.161 0.084 0.41
H -2.310 1.228 -1.273 -0.080 -0.333 -0.080 0.40
H 0.128 1.214 -1.336 0.003 -0.734 0.030 0.22
H 2.593 -3.724 -2.022 0.034 0.487 0.072 0.22
H 4.678 -2.460 -2.064 -0.261 0.102 0.023 0.42
H 4.690 0.015 -1.743 -0.264 -0.161 0.087 0.41
H 2.532 1.208 -1.274 0.072 -0.330 -0.081 0.43
C 0.259 4.181 1.595 0.481 0.368 -0.010 -0.75
C -0.130 3.430 0.333 -0.339 -0.045 -0.254 -0.96
N 0.028 1.977 0.400 -0.049 -0.194 2.100 0.07
C -0.043 1.462 1.600 -0.065 0.928 -0.699 -0.02
N -0.204 2.149 2.765 0.136 -0.210 0.070 0.10
C -0.364 3.578 2.837 -0.324 -0.035 -0.150 -0.53
C -0.388 1.277 3.897 -0.318 0.350 0.495 -0.68
C -0.110 -0.107 3.327 0.255 -0.743 0.466 -0.60
N 0.016 0.132 1.920 -0.026 0.178 -1.149 0.08
H 1.348 4.155 1.690 -0.037 0.016 0.076 0.31
H -0.040 5.230 1.516 0.085 -0.087 -0.045 0.38
H -1.175 3.687 0.080 0.241 -0.140 -0.022 0.29
H 0.495 3.771 -0.501 -0.172 0.151 0.102 0.38
H 0.123 3.943 3.747 -0.052 -0.004 -0.112 0.35
H -1.431 3.845 2.896 0.124 -0.045 0.067 0.28
H 0.298 1.541 4.711 -0.123 -0.058 -0.107 0.35
H -1.414 1.342 4.285 0.146 0.075 -0.018 0.29
H 0.816 -0.516 3.742 -0.112 -0.082 0.018 0.33
H -0.932 -0.795 3.538 0.125 -0.018 0.069 0.34
H 0.184 -0.577 1.221 -0.026 0.243 0.331 0.05

---

No. 3
84
Properties=species:S:1:pos:R:3:forces:R:3:mulliken_charge:R:1 method="wB97M-V/def2-TZVPD" spin_multiplicity=6 total_charge=+1 s2=8.76 lumo_ev="-1.76 / -2.22" fmax_ev_per_a=1.37 homo_lumo_gap_ev="7.55 / 7.15"
Mn -0.113 -0.097 -0.239 -0.532 -0.326 0.571 0.69
C -0.651 3.403 -1.442 -0.092 -0.158 0.158 -1.26
P 0.191 1.805 -1.716 0.383 0.993 -0.864 1.82
C 0.079 1.705 -3.551 -0.051 -0.186 0.194 -1.43
C 1.963 2.247 -1.464 -0.016 -0.117 0.072 0.14
C 2.495 3.318 -2.184 0.013 0.012 0.022 -0.84
C 3.812 3.705 -2.025 0.037 0.041 -0.038 -0.86
C 4.630 3.026 -1.134 -0.006 -0.025 0.013 -0.91
C 4.122 1.955 -0.422 0.022 0.027 0.005 -0.57
C 2.797 1.547 -0.576 -0.122 -0.073 -0.010 -0.04
P 2.218 0.077 0.373 1.277 0.210 0.086 1.14
C 2.791 0.422 2.072 -0.166 -0.040 -0.103 -1.40
C 3.401 -1.217 -0.171 -0.208 0.042 -0.032 -1.19
H -0.155 4.195 -2.001 0.003 -0.029 -0.060 0.58
H -0.650 3.639 -0.381 -0.006 -0.019 0.027 0.24
H -1.684 3.308 -1.779 0.021 0.008 -0.015 0.36
H 0.115 2.701 -3.988 0.054 0.008 -0.038 0.54
H -0.870 1.239 -3.821 -0.001 0.018 0.000 0.36
H 0.894 1.104 -3.948 -0.009 -0.004 -0.038 0.38
H 1.874 3.866 -2.882 -0.020 -0.009 0.005 0.28
H 4.204 4.539 -2.594 -0.019 0.000 0.002 0.41
H 5.660 3.327 -0.997 -0.003 0.004 -0.003 0.41
H 4.772 1.433 0.269 0.000 -0.011 -0.003 0.28
H 3.877 0.487 2.122 0.015 -0.031 -0.030 0.49
H 2.444 -0.378 2.727 0.014 0.008 0.015 0.42
H 2.340 1.354 2.404 -0.019 -0.008 0.044 0.37
H 4.432 -0.874 -0.099 0.023 0.001 0.021 0.53
H 3.186 -1.496 -1.203 0.022 -0.011 0.029 0.12
H 3.270 -2.095 0.462 0.006 -0.010 -0.012 0.43
S -0.347 1.836 1.653 0.098 -0.312 -0.464 -0.45
C -1.713 1.576 2.722 0.063 -0.104 -0.113 0.84
C -1.992 2.522 3.712 -0.054 -0.053 0.032 -0.79
C -3.061 2.346 4.572 0.045 0.022 -0.043 -0.59
C -3.873 1.223 4.465 -0.043 0.017 0.069 -0.86
C -3.610 0.280 3.488 -0.050 -0.166 -0.091 -0.60
C -2.543 0.451 2.611 0.227 0.131 0.025 -0.28
As -2.095 -0.807 1.214 -1.035 -0.010 0.546 0.92
C -3.408 -2.210 1.561 0.171 -0.046 -0.065 0.18
C -4.724 -2.124 1.119 0.083 0.091 -0.058 -0.14
C -5.638 -3.106 1.467 -0.033 -0.054 0.011 -0.75
C -5.244 -4.177 2.258 -0.017 -0.004 -0.010 -0.46
C -3.931 -4.270 2.698 -0.008 -0.049 0.013 -0.81
C -3.015 -3.290 2.347 0.087 0.133 -0.052 -0.46
C -2.928 0.042 -0.350 -0.105 -0.014 -0.086 0.37
C -2.993 -0.696 -1.536 0.060 -0.010 0.155 0.43
C -3.562 -0.148 -2.675 -0.003 0.006 -0.080 -0.80
C -4.070 1.144 -2.641 0.008 -0.008 -0.023 -0.56
C -4.009 1.882 -1.467 -0.021 -0.015 -0.035 -0.78
C -3.435 1.338 -0.326 0.018 0.020 0.091 -0.63
H -1.352 3.391 3.791 -0.019 0.012 0.022 0.48
H -3.262 3.089 5.334 0.004 -0.006 0.000 0.37
H -4.703 1.084 5.145 -0.004 -0.017 -0.018 0.41
H -4.240 -0.598 3.409 -0.019 0.001 0.004 0.39
H -5.034 -1.284 0.507 -0.041 -0.015 0.014 0.46
H -6.663 -3.033 1.128 0.006 0.009 -0.004 0.40
H -5.962 -4.939 2.534 0.002 0.002 -0.005 0.40
H -3.625 -5.104 3.316 0.009 0.010 0.003 0.41
H -1.989 -3.351 2.692 -0.018 -0.063 0.048 0.45
H -2.610 -1.711 -1.552 -0.012 0.013 -0.063 0.09
H -3.619 -0.731 -3.586 -0.005 -0.003 0.007 0.45
H -4.520 1.569 -3.529 -0.007 0.007 0.011 0.37
H -4.418 2.884 -1.438 0.013 0.003 0.014 0.44
H -3.386 1.921 0.586 0.003 -0.020 0.005 0.43
C -1.188 -4.049 -0.514 -0.021 0.009 -0.032 -1.12
N -0.376 -4.036 -1.720 0.087 0.105 0.018 0.28
C -0.357 -5.260 -2.512 0.122 -0.066 -0.111 -0.55
C 0.956 -5.373 -3.259 -0.061 0.173 -0.002 -0.76
C 1.145 -4.112 -4.078 0.009 -0.156 0.032 -0.64
N 1.029 -2.936 -3.224 0.000 0.073 0.084 0.36
C 1.722 -1.743 -3.672 -0.011 0.021 0.002 -0.83
C 0.252 -2.902 -2.114 -0.119 -0.183 -0.035 0.29
O 0.123 -1.840 -1.461 0.045 0.228 0.193 -0.30
H -0.950 -4.940 0.070 -0.015 -0.008 -0.018 0.63
H -2.256 -4.062 -0.746 0.004 -0.005 0.004 0.44
H -0.970 -3.174 0.086 0.008 -0.008 -0.009 -0.11
H -1.197 -5.267 -3.215 -0.026 -0.029 0.032 0.30
H -0.483 -6.103 -1.834 -0.044 0.031 0.038 0.32
H 0.958 -6.247 -3.908 -0.011 -0.012 0.013 0.39
H 1.775 -5.467 -2.542 0.016 -0.059 -0.023 0.30
H 0.404 -4.063 -4.882 0.023 0.015 -0.020 0.29
H 2.133 -4.099 -4.540 0.014 0.051 0.011 0.37
H 2.800 -1.914 -3.690 -0.014 -0.035 -0.032 0.43
H 1.509 -0.928 -2.989 -0.006 0.034 -0.026 -0.33
H 1.398 -1.465 -4.677 -0.019 0.000 0.005 0.45

---

No. 4
15
Properties=species:S:1:pos:R:3:forces:R:3:mulliken_charge:R:1 method="wB97M-V/def2-TZVPD" e_above_lowest_kj_mol=613.7 lumo_ev=0.93 fmax_ev_per_a=0.64 homo_lumo_gap_ev=9.20
C -1.750 0.285 1.229 -0.180 0.401 0.015 -0.63
C -0.136 -1.325 0.652 0.445 -0.392 -0.244 -0.85
O -1.126 -0.067 -0.049 -0.197 -0.347 0.304 -0.26
C 0.338 -0.251 -0.202 0.152 -0.226 0.156 1.02
C 0.940 -0.345 -1.606 -0.265 -0.234 -0.136 -0.54
O 1.875 0.700 -1.307 0.028 0.090 -0.036 -0.41
C 1.341 0.885 0.013 -0.088 0.104 0.400 -0.47
H -2.144 -0.613 1.717 0.134 0.314 -0.322 0.29
H -1.041 0.751 1.916 -0.044 0.037 -0.245 0.33
H -2.567 0.950 0.956 0.042 0.242 0.059 0.24
H -0.481 -2.129 -0.015 0.317 -0.091 -0.077 0.24
H 1.451 -1.307 -1.770 -0.157 0.210 0.007 0.26
H 0.294 -0.120 -2.460 -0.020 0.049 0.141 0.25
H 0.919 1.890 0.135 -0.053 -0.161 0.045 0.26
H 2.089 0.696 0.792 -0.114 0.004 -0.066 0.27